(1)
Entry from the Open Molecules 2025 dataset: a cluster of 2 separate species, C5H5BrN2O3 in total (the ωB97M-V functional and the def2-TZVPD basis).

Output
* HOMO: -9.29 eV
* spin multiplicity: 1
* LUMO: -0.3 eV
* molar mass: 221.01 g/mol
* orbital gap: 8.964 eV

CARTESIAN COORDINATES (ANGSTROEM)
Br1 -2.914 -1.425 -0.120
O1 -0.327 -2.258 -1.571
O2 -0.448 -2.535 3.043
O3 1.854 -2.214 -1.037
N1 0.638 -1.542 -1.191
N2 -0.141 -0.571 1.807
C1 -0.242 0.779 1.714
C2 0.615 -0.311 -0.967
C3 0.047 1.481 0.607
C4 -0.348 -1.509 2.525
C5 0.458 0.951 -0.675
H1 -0.058 2.553 0.657
H2 -1.800 -1.901 -0.884
H3 1.675 -3.144 -1.268
H4 0.643 1.686 -1.451
H5 -0.571 1.301 2.607

Forces on atoms 1 to 2 (eV/Å):
-0.73 0.25 0.39
-0.34 -0.80 -0.46

(2)
Entry from the Open Molecules 2025 dataset: the molecule C6H12 (the ωB97M-V functional and the def2-TZVPD basis).

Output
* HOMO: -9.19 eV
* spin multiplicity: 1
* LUMO: 1.3 eV
* molar mass: 84.16 g/mol
* orbital gap: 10.465 eV
* SMILES string: CC/C=C/CC

CARTESIAN COORDINATES (ANGSTROEM)
C1 0.495 0.690 0.200
C2 -1.182 2.289 1.187
C3 0.086 1.461 1.420
C4 -0.139 -2.350 -1.572
C5 0.963 -1.403 -1.111
C6 0.572 -0.637 0.118
H1 -1.040 -1.794 -1.834
H2 -0.080 0.760 2.245
H3 0.171 -2.925 -2.450
H4 -1.049 2.955 0.329
H5 -1.450 2.894 2.061
H6 0.906 2.127 1.730
H7 -2.034 1.640 0.961
H8 0.327 -1.234 1.003
H9 0.754 1.280 -0.684
H10 1.216 -0.697 -1.910
H11 -0.393 -3.064 -0.773
H12 1.878 -1.991 -0.918

Forces on atoms 1 to 2 (eV/Å):
0.15 -0.22 -0.14
-0.08 0.00 -0.05

(3)
Entry from the Open Molecules 2025 dataset: a structure of composition H16O14SV (the ωB97M-V functional and the def2-TZVPD basis).

Output
* HOMO (alpha / beta): 0.49 / -0.56 eV
* spin multiplicity: 2
* LUMO (alpha / beta): 4.5 / 4.2 eV
* molar mass: 323.12 g/mol
* orbital gap (alpha / beta): 4.052 / 4.807 eV
* charge: -2

CARTESIAN COORDINATES (ANGSTROEM)
V1 -1.060 0.422 0.132
S1 -1.693 -3.009 -0.092
O1 -1.214 -0.393 -2.116
O2 -1.302 -3.887 0.984
O3 2.083 1.278 -2.843
O4 -3.112 1.075 -0.756
O5 2.902 1.099 1.801
O6 -0.837 -3.122 -1.286
O7 -0.501 2.544 -0.504
O8 2.718 -2.062 1.198
O9 -1.604 -1.641 0.407
O10 -3.066 -3.342 -0.502
O11 -1.106 1.844 4.794
O12 0.543 0.256 0.162
O13 -1.508 0.858 1.591
O14 2.608 -1.060 -1.476
H1 -1.300 0.048 -2.961
H2 -1.650 1.646 4.032
H3 -3.728 1.171 -1.482
H4 2.865 2.026 1.563
H5 2.064 2.157 -2.465
H6 -3.665 1.041 0.025
H7 -1.186 3.208 -0.582
H8 2.315 1.020 2.553
H9 3.047 -1.343 -2.278
H10 -1.088 -1.315 -2.339
H11 1.841 -1.628 -1.408
H12 0.316 3.025 -0.641
H13 2.684 -1.123 1.013
H14 -0.964 0.996 5.215
H15 2.023 0.691 -2.089
H16 2.576 -2.480 0.349

Forces on atoms 1 to 2 (eV/Å):
1.28 -3.19 -1.25
-1.20 -1.77 -0.81

Energy relative to the best compared isomer or geometry (same formula, charge and spin) across the listed records, respectively: 124.62; 71.54; 0.00 kJ/mol.
F_max across the listed records, respectively: 1.00; 0.35; 3.69 eV/Å.